{
  "formula": "C18H42MgN2O9S5",
  "method": "ωB97M-V with the def2-TZVPD basis set",
  "homo_lumo_gap_ev": 7.34,
  "symbols": ["Mg", "C", "O", "O", "O", "C", "C", "N", "H", "H", "H", "C", "C", "N", "H", "H", "H", "C", "S", "O", "C", "H", "H", "H", "H", "H", "H", "C", "S", "O", "C", "H", "H", "H", "H", "H", "H", "C", "S", "O", "C", "H", "H", "H", "H", "H", "H", "C", "S", "O", "C", "H", "H", "H", "H", "H", "H", "C", "S", "O", "C", "H", "H", "H", "H", "H", "H", "C", "C", "O", "C", "H", "H", "H", "H", "H", "H"],
  "xyz": [[-1.19, -0.52, -0.55], [0.86, -0.17, 0.10], [0.65, 0.26, -1.12], [0.56, -1.43, 0.06], [-0.04, 0.35, 0.83], [0.88, 3.45, -0.16], [0.22, 3.83, 1.09], [-0.32, 4.07, 2.07], [1.85, 3.01, 0.06], [0.98, 4.36, -0.75], [0.24, 2.76, -0.71], [3.40, 0.00, -2.71], [3.11, -0.67, -3.99], [2.89, -1.16, -5.00], [2.91, 0.97, -2.70], [4.47, 0.12, -2.57], [3.02, -0.54, -1.85], [1.30, 1.93, -5.55], [-0.03, 3.08, -5.05], [-1.33, 2.47, -5.54], [0.15, 2.64, -3.29], [1.00, 0.93, -5.25], [2.18, 2.16, -4.94], [1.61, 1.82, -6.59], [-0.57, 3.14, -2.65], [1.17, 2.89, -2.99], [0.10, 1.55, -3.23], [2.76, 0.92, 5.51], [1.02, 0.47, 5.41], [0.42, 1.00, 6.70], [0.53, 1.70, 4.17], [2.84, 1.93, 5.93], [3.29, 0.84, 4.56], [3.29, 0.22, 6.16], [0.72, 2.75, 4.42], [-0.55, 1.70, 4.03], [0.94, 1.53, 3.17], [0.14, -3.18, -2.69], [-1.39, -2.31, -3.13], [-1.71, -1.30, -2.06], [-0.79, -1.32, -4.56], [0.79, -2.39, -2.30], [0.58, -3.65, -3.57], [-0.07, -3.88, -1.88], [-1.66, -0.77, -4.90], [-0.36, -1.96, -5.33], [-0.06, -0.58, -4.24], [-2.74, 3.49, -0.73], [-3.40, 1.85, -0.28], [-2.42, 0.86, -0.91], [-3.03, 1.82, 1.51], [-3.14, 4.26, -0.06], [-2.92, 3.76, -1.76], [-1.67, 3.47, -0.50], [-3.36, 0.85, 1.87], [-3.56, 2.66, 1.97], [-1.97, 2.00, 1.66], [-4.12, -2.88, 2.05], [-2.38, -2.59, 1.61], [-2.37, -1.52, 0.53], [-1.75, -1.68, 3.05], [-4.65, -3.43, 1.27], [-4.67, -1.94, 2.09], [-4.20, -3.39, 3.00], [-0.92, -1.03, 2.75], [-1.35, -2.40, 3.77], [-2.53, -1.06, 3.49], [1.24, -4.33, 1.12], [2.10, -3.93, 2.29], [2.94, -4.68, 2.72], [1.78, -2.65, 3.06], [1.30, -3.64, 0.27], [0.22, -4.63, 1.37], [1.60, -5.30, 0.76], [2.70, -2.06, 3.01], [1.41, -2.88, 4.05], [1.06, -2.02, 2.54]],
  "lowdin_charge": [0.3224, -0.7080, -0.1494, -0.1443, -0.1314, -0.0711, -0.2741, 0.1597, 0.0966, 0.0914, 0.0309, -0.0569, -0.2738, 0.1381, 0.0621, 0.0837, 0.0690, -0.2654, 0.8464, -0.5741, -0.2633, 0.0116, 0.0408, 0.0610, 0.0296, 0.0472, 0.0387, -0.2698, 0.8078, -0.5736, -0.2877, 0.0564, 0.0504, 0.0465, 0.0508, 0.0370, 0.0321, -0.2145, 0.9681, -0.5361, -0.2041, 0.0438, 0.0618, 0.0507, 0.0572, 0.0615, 0.0229, -0.2171, 0.9748, -0.5424, -0.2081, 0.0647, 0.0611, 0.0102, 0.0385, 0.0619, 0.0329, -0.2319, 0.9582, -0.5438, -0.2191, 0.0564, 0.0585, 0.0610, 0.0373, 0.0582, 0.0610, -0.0281, -0.4725, 0.0606, -0.0198, 0.0545, 0.0735, 0.0769, 0.0859, 0.0812, 0.0373]
}

{
  "formula": "C18H42N5O8P2",
  "method": "ωB97M-V with the def2-TZVPD basis set",
  "homo_lumo_gap_ev": 7.95,
  "total_charge": -1,
  "symbols": ["C", "C", "O", "C", "O", "C", "C", "C", "C", "C", "C", "N", "C", "O", "O", "N", "P", "O", "P", "N", "O", "H", "H", "H", "H", "H", "H", "H", "H", "H", "H", "H", "H", "H", "H", "H", "H", "H", "H", "H", "H", "C", "C", "C", "O", "C", "N", "H", "H", "H", "H", "H", "H", "H", "H", "H", "H", "H", "C", "C", "C", "O", "C", "N", "H", "H", "H", "H", "H", "H", "H", "H", "H", "H", "H"],
  "xyz": [[-3.44, -0.48, 1.39], [-4.34, -0.19, 0.19], [-4.32, 1.20, -0.14], [-3.82, 1.53, -1.37], [-4.27, 1.06, -2.38], [-2.69, 2.52, -1.30], [-1.44, 1.94, -0.63], [-1.02, 0.53, -1.09], [0.40, 0.45, -1.64], [0.64, 1.36, -2.86], [-0.53, 1.61, -3.76], [-0.67, 2.73, -4.36], [1.45, 0.91, -0.53], [2.60, 1.05, -0.94], [0.98, 1.03, 0.63], [0.76, -1.00, -1.99], [0.86, -2.05, -0.69], [1.82, -3.18, -0.85], [-0.15, -1.65, -3.36], [-0.04, -3.33, -3.18], [1.02, -1.43, -4.49], [-3.15, 0.47, 1.84], [-3.96, -1.05, 2.15], [-2.52, -0.99, 1.11], [-4.05, -0.77, -0.69], [-5.37, -0.45, 0.43], [-3.02, 3.35, -0.68], [-2.51, 2.91, -2.30], [-0.62, 2.64, -0.81], [-1.58, 1.95, 0.44], [-1.74, 0.13, -1.82], [-1.06, -0.12, -0.23], [0.99, 2.32, -2.51], [1.47, 0.95, -3.44], [-1.27, 0.82, -3.90], [-1.51, 2.71, -4.93], [1.09, -1.23, 0.41], [-0.45, -2.53, -0.47], [-0.85, -3.73, -2.71], [0.82, -3.70, -2.79], [1.83, -1.10, -4.07], [-3.65, 6.23, 3.30], [-4.06, 5.55, 2.00], [-3.66, 4.07, 1.93], [-2.30, 3.83, 1.67], [-1.42, 3.87, 2.77], [-3.55, 6.32, 0.87], [-2.58, 6.46, 3.31], [-4.18, 7.18, 3.41], [-3.87, 5.61, 4.17], [-5.15, 5.57, 1.95], [-4.19, 3.61, 1.09], [-3.98, 3.53, 2.84], [-1.90, 3.48, 3.67], [-1.06, 4.88, 2.97], [-0.56, 3.24, 2.52], [-3.92, 5.95, 0.01], [-2.55, 6.17, 0.81], [4.54, -4.54, 0.35], [5.04, -4.77, 1.77], [6.53, -5.13, 1.86], [6.86, -6.45, 1.47], [6.99, -6.65, 0.08], [4.19, -5.78, 2.43], [4.40, -5.47, -0.19], [3.58, -4.02, 0.35], [5.25, -3.92, -0.21], [4.92, -3.84, 2.32], [6.84, -5.05, 2.91], [7.13, -4.41, 1.28], [7.42, -5.77, -0.41], [6.04, -6.89, -0.40], [7.67, -7.49, -0.06], [4.45, -5.85, 3.41], [4.42, -6.69, 2.03]],
  "lowdin_charge": [-0.0515, -0.2093, -0.0399, -0.4825, 0.1131, -0.0832, -0.1404, -0.1688, -0.4257, -0.1317, -0.2680, 0.0877, -0.7303, -0.0172, -0.0624, -0.3336, 0.6422, -0.4362, 0.7757, -0.1861, -0.2934, 0.0778, 0.0693, 0.0575, 0.1159, 0.1123, 0.0946, 0.1055, 0.1247, 0.0900, 0.0826, 0.0766, 0.1208, 0.1082, 0.0785, 0.0392, 0.0397, 0.0037, 0.0220, 0.0171, 0.0473, -0.0729, -0.4322, -0.2098, -0.2126, -0.0850, 0.0409, 0.0648, 0.0713, 0.0756, 0.1334, 0.1059, 0.1238, 0.0910, 0.0761, 0.0928, 0.0681, 0.0726, -0.0650, -0.4308, -0.2134, -0.1955, -0.1159, 0.0359, 0.0679, 0.0435, 0.0834, 0.1362, 0.1170, 0.1174, 0.0887, 0.0743, 0.0821, 0.0642, 0.0644]
}

{
  "formula": "C18H42N6O6",
  "method": "ωB97M-V with the def2-TZVPD basis set",
  "homo_lumo_gap_ev": 9.34,
  "smiles": "CN(C)C=O.CN(C)C=O.CN(C)C=O.CN(C)C=O.CN(C)C=O.CN(C)C=O",
  "de_lowest_kj_mol": 1195.4,
  "symbols": ["C", "N", "C", "C", "O", "H", "H", "H", "H", "H", "H", "H", "C", "N", "C", "C", "O", "H", "H", "H", "H", "H", "H", "H", "C", "N", "C", "C", "O", "H", "H", "H", "H", "H", "H", "H", "C", "N", "C", "C", "O", "H", "H", "H", "H", "H", "H", "H", "C", "N", "C", "C", "O", "H", "H", "H", "H", "H", "H", "H", "C", "N", "C", "C", "O", "H", "H", "H", "H", "H", "H", "H"],
  "xyz": [[45.69, 46.32, 23.11], [46.44, 47.48, 22.68], [47.26, 47.33, 21.44], [46.17, 48.66, 23.39], [46.71, 49.65, 23.02], [45.75, 45.37, 22.48], [44.61, 46.52, 23.39], [45.97, 45.86, 24.04], [47.81, 48.19, 21.33], [46.70, 47.14, 20.61], [47.82, 46.59, 21.44], [45.55, 48.66, 24.22], [45.12, 43.67, 27.15], [44.40, 44.69, 26.44], [43.70, 44.33, 25.23], [44.72, 45.99, 26.74], [44.36, 46.97, 26.09], [44.40, 43.16, 28.07], [46.08, 43.97, 27.64], [45.42, 42.80, 26.46], [44.36, 43.67, 24.50], [43.48, 45.28, 24.76], [42.78, 43.97, 25.26], [45.35, 46.16, 27.60], [42.38, 49.98, 25.68], [42.49, 49.73, 24.24], [42.91, 50.82, 23.34], [42.42, 48.44, 23.78], [42.39, 48.21, 22.58], [41.42, 49.82, 26.01], [42.53, 51.00, 25.79], [42.96, 49.39, 26.14], [43.84, 50.86, 23.02], [42.83, 51.81, 23.96], [42.38, 50.81, 22.26], [42.22, 47.62, 24.57], [38.17, 46.12, 21.63], [37.69, 47.21, 22.56], [38.74, 48.05, 23.11], [36.45, 47.49, 22.69], [36.02, 48.46, 23.49], [38.63, 46.62, 20.79], [37.35, 45.39, 21.30], [39.02, 45.70, 22.11], [39.07, 47.65, 24.08], [38.52, 49.16, 23.06], [39.80, 48.14, 22.73], [35.80, 46.89, 22.37], [45.55, 50.47, 19.80], [44.92, 51.52, 19.03], [43.43, 51.46, 19.14], [45.52, 52.67, 18.63], [44.85, 53.47, 17.90], [46.03, 50.03, 19.08], [44.98, 49.68, 20.31], [45.92, 50.84, 20.75], [43.02, 50.93, 20.14], [42.87, 51.11, 18.32], [43.04, 52.41, 19.11], [46.53, 52.74, 19.00], [41.80, 50.70, 29.78], [42.43, 49.35, 29.69], [43.84, 49.42, 29.13], [41.86, 48.23, 30.06], [42.49, 47.16, 30.16], [42.24, 51.32, 30.44], [40.74, 50.74, 30.14], [41.84, 51.11, 28.70], [44.61, 49.23, 30.02], [44.12, 50.33, 28.79], [44.06, 48.88, 28.41], [40.86, 48.18, 30.33]],
  "lowdin_charge": [-0.0939, -0.1188, 0.0082, -0.3005, 0.0205, 0.1079, 0.0739, 0.0449, 0.0717, 0.0689, 0.0084, 0.1046, -0.1066, -0.1911, -0.0445, -0.2842, -0.0268, 0.1504, 0.0811, 0.0965, 0.1410, 0.0589, 0.0355, 0.1350, -0.0191, -0.1439, -0.0306, -0.3569, -0.0204, 0.0772, 0.0690, 0.0013, 0.0005, 0.1223, 0.1203, 0.1550, -0.0071, -0.1675, -0.0624, -0.2909, -0.0875, 0.0736, 0.1215, 0.0675, 0.0930, 0.1153, 0.0772, 0.0618, -0.0701, -0.1639, -0.0286, -0.2706, -0.0454, 0.0333, 0.1000, 0.0897, 0.1186, 0.0612, 0.0415, 0.1286, -0.0285, -0.1251, 0.0091, -0.3516, -0.0310, 0.0292, 0.1042, 0.1090, 0.1521, 0.0449, -0.0270, 0.1104]
}

Q: Number 3 is which compound?
A: C18H42N6O6

Q: Which formula does entry 1 have?
A: C18H42MgN2O9S5